# 1
Density functional theory data (wB97M-V/def2-TZVPD) for 2 unconnected molecules or ions with the total composition C2H5NO2S in a non-equilibrium geometry.

Positions of all 11 atoms, in Å:
O 0.205 0.236 0.224
H 2.902 -1.850 -0.717
S 0.738 -2.204 -1.254
N 2.058 -2.446 -0.549
H -1.060 1.810 2.102
H -1.417 0.608 -0.875
O 0.589 -1.226 -2.279
H 0.790 0.259 1.020
H -2.317 2.267 0.960
C -1.484 1.694 1.133
C -1.003 0.851 0.235

The charge is 0. The spin multiplicity is 1. For the LUMO energy, the calculation gives -0.1 eV.

---

# 2
Density functional theory data (wB97M-V/def2-TZVPD) for a molecular structure, C3H4CeLiO3 in a non-equilibrium geometry.

Positions of all 12 atoms, in Å:
C 0.439 -1.247 1.396
Ce -1.325 2.577 -2.579
C 0.615 -0.546 0.082
C -0.517 1.559 -0.161
H 1.566 -0.862 -0.375
O 0.911 -2.340 1.633
O -1.262 1.929 0.728
H -2.566 3.526 -3.775
O 0.576 0.841 0.281
H -0.203 -0.900 -0.574
H -0.164 -0.721 2.162
Li 1.929 -3.817 1.182

The charge is +2. The expectation value of S² is 0.774. The spin multiplicity is 2. For the LUMO energy (alpha / beta), the calculation gives -8.5 / -8.5 eV.

---

# 3
Density functional theory data (wB97M-V/def2-TZVPD) for a molecular structure, C19H24O3 in a non-equilibrium geometry.

Positions of all 46 atoms, in Å:
H 1.202 -2.358 -2.201
C -3.992 -0.282 1.260
H 5.855 0.065 1.004
C -0.117 -1.832 1.132
C 4.049 0.687 0.163
C 0.657 -1.330 -0.068
C 2.148 -0.926 0.145
H 4.350 1.588 -0.084
C -3.508 0.922 2.041
C 2.591 0.215 -0.012
H -2.190 -0.139 -1.486
C 1.999 2.506 -0.481
C -3.533 -0.553 0.122
H -4.547 -2.905 -1.890
H -2.615 -2.393 -1.650
H 1.084 4.478 -0.940
H -1.161 4.021 0.031
H 2.862 2.779 -1.308
C 4.763 -0.349 0.841
H 0.406 -2.582 1.408
C 2.906 -1.900 0.743
O -4.044 -1.539 -0.378
H -0.348 -2.509 -1.610
H 2.648 -3.132 0.713
C -3.772 -2.091 -1.538
C -0.472 3.123 -0.204
C -2.649 0.214 -0.599
H 4.961 -2.515 1.297
C -2.042 1.333 -0.027
H 1.168 -3.383 -0.950
H -3.887 1.291 2.993
H -4.838 -0.810 1.936
H 0.031 -1.039 1.833
H -3.850 -1.403 -2.408
C -2.547 1.602 1.511
C 0.648 -2.307 -1.548
H 0.533 3.042 -2.157
H 2.402 2.878 0.658
H 0.280 -0.441 -0.623
C 4.289 -1.690 0.815
H -1.113 -2.019 0.662
H -2.183 2.676 2.061
O 1.771 1.010 -0.541
C 0.848 3.146 -1.124
H 0.063 2.733 1.076
O -1.107 2.115 -0.621

The charge is 0. The spin multiplicity is 1. For the LUMO energy, the calculation gives 0.7 eV.

---

Calculated total energy, record by record: -18573.018, -22431.944, -26218.760 eV
Molecular weight, record by record: 107.13, 235.12, 300.40 g mol⁻¹
Relative energy (zero: lowest compared OMol25 entry of this formula, charge and spin), record by record: 246.1, 216.1, 1508.1 kJ/mol